1.
DFT (ωB97M-V/def2-TZVPD) results for a molecular structure, C26H36Cl4IrPSi3Te in a non-equilibrium geometry.

## Properties
E_tot ... -120679.52069 eV
Charge ... +2
Orbital gap (alpha / beta) ... 5.61 / 5.42 eV
Spin multiplicity ... 1

CARTESIAN COORDINATES (ANGSTROEM)
Ir (1.384, -0.571, 0.183)
Cl (2.807, -2.683, -0.545)
C (1.774, -4.064, -0.381)
C (2.316, -5.308, -0.659)
C (1.528, -6.441, -0.537)
C (0.206, -6.325, -0.135)
C (-0.328, -5.078, 0.130)
C (0.447, -3.924, 0.013)
P (-0.302, -2.294, 0.357)
C (-0.546, -2.242, 2.157)
C (-0.199, -3.268, 3.031)
C (-0.500, -3.141, 4.377)
C (-1.132, -2.001, 4.848)
C (-1.457, -0.967, 3.979)
C (-1.153, -1.078, 2.639)
C (-2.003, -2.565, -0.249)
C (-3.007, -2.948, 0.640)
C (-4.244, -3.330, 0.156)
C (-4.493, -3.322, -1.206)
C (-3.502, -2.922, -2.090)
C (-2.260, -2.540, -1.617)
H (3.343, -5.387, -0.972)
H (1.947, -7.408, -0.770)
H (-0.406, -7.209, -0.034)
H (-1.361, -4.992, 0.426)
H (0.287, -4.161, 2.665)
H (-0.247, -3.933, 5.064)
H (-1.380, -1.905, 5.893)
H (-1.954, -0.087, 4.354)
H (-1.391, -0.279, 1.945)
H (-2.815, -2.972, 1.702)
H (-5.010, -3.644, 0.849)
H (-5.459, -3.629, -1.577)
H (-3.701, -2.917, -3.151)
H (-1.482, -2.240, -2.310)
Cl (2.277, -0.794, 4.031)
Si (2.411, 0.157, 2.250)
Cl (1.092, 1.883, 2.559)
Cl (4.229, 1.076, 2.049)
C (-2.014, 4.584, -0.853)
Si (-0.837, 5.051, 0.575)
C (-1.440, 4.269, 2.198)
C (-0.301, 6.869, 0.576)
C (0.821, 4.083, 0.123)
Te (0.291, 2.088, -0.272)
C (0.404, 2.302, -2.387)
Si (2.262, 2.083, -2.949)
C (2.207, 1.971, -4.844)
C (2.808, 0.401, -2.214)
C (3.356, 3.477, -2.263)
H (-3.001, 5.014, -0.717)
H (-2.135, 3.500, -0.910)
H (-1.646, 4.932, -1.814)
H (-2.400, 4.675, 2.500)
H (-0.748, 4.443, 3.017)
H (-1.557, 3.191, 2.087)
H (-1.138, 7.524, 0.798)
H (0.095, 7.168, -0.390)
H (0.467, 7.063, 1.320)
H (1.512, 4.123, 0.955)
H (1.266, 4.506, -0.770)
H (0.020, 3.275, -2.681)
H (-0.213, 1.538, -2.858)
H (1.607, 1.133, -5.186)
H (3.210, 1.843, -5.240)
H (1.797, 2.875, -5.283)
H (2.178, -0.405, -2.588)
H (2.782, 0.429, -1.108)
H (3.830, 0.154, -2.481)
H (2.982, 4.460, -2.535)
H (4.354, 3.400, -2.688)
H (3.468, 3.443, -1.182)

Force components x, y, z for each atom (eV/Å):
1.3 0.1 -2.0
-0.2 1.1 0.4
-0.7 -0.9 0.2
0.2 0.2 0.0
-0.1 0.2 0.0
0.1 0.0 0.0
-0.1 0.1 0.0
0.5 0.5 -0.4
0.0 -0.3 2.4
0.1 0.1 0.0
-0.1 0.1 -0.3
0.0 0.1 0.2
0.0 0.0 -0.1
0.0 0.0 0.1
0.1 -0.1 -0.2
0.3 0.7 -0.5
0.3 0.1 0.2
0.0 -0.1 -0.1
0.0 0.0 0.0
0.0 0.0 -0.2
0.1 0.0 0.0
0.2 0.0 0.0
0.1 -0.1 0.0
-0.1 0.0 0.0
-0.1 0.0 0.0
0.0 -0.1 0.0
0.1 -0.1 0.1
0.0 -0.1 0.2
0.0 0.2 0.0
-0.1 0.1 0.1
-0.1 0.0 0.1
-0.1 0.0 0.1
-0.1 0.0 -0.1
0.0 0.0 -0.1
0.0 0.0 -0.1
0.2 -0.2 -0.6
-1.9 1.3 0.1
0.8 -0.9 0.8
-0.4 -0.7 -0.4
0.4 0.2 0.6
0.1 -0.4 -0.4
0.3 0.4 -0.5
-0.3 -0.7 0.1
-0.2 0.4 0.5
-1.5 -1.3 -0.2
1.5 -0.5 -0.1
-0.5 0.3 -0.3
0.3 0.0 0.8
-0.1 0.5 -0.5
-0.4 -0.6 -0.3
-0.2 0.1 0.1
-0.1 0.0 0.0
0.1 0.1 -0.1
-0.2 0.1 0.0
0.2 0.1 0.1
-0.1 -0.1 -0.1
-0.2 0.1 0.1
0.0 -0.1 -0.2
0.1 0.0 0.2
0.2 0.0 0.0
0.2 -0.1 -0.2
-0.1 0.2 0.3
-0.1 -0.1 0.1
-0.1 -0.1 0.0
0.2 0.0 -0.1
-0.1 0.2 0.0
-0.1 -0.1 0.0
0.2 0.2 0.3
0.2 0.0 0.0
-0.1 0.1 -0.1
0.2 -0.1 -0.1
0.0 -0.1 0.1

Atom charges from the Löwdin analysis, given in e for atoms 1 to 4: number 1, Ir, carries 0.38; number 2, Cl, carries 0.77; number 3, C, carries -0.61; number 4, C, carries -0.07

---

2.
DFT (ωB97M-V/def2-TZVPD) results for 2 unconnected molecules or ions with the total composition C3H8ClN2 in a non-equilibrium geometry.

## Properties
E_tot ... -18735.74395 eV
Charge ... +1
Orbital gap ... 9.07 eV
Spin multiplicity ... 1
Energy above the lowest of the compared OMol25 structures with the same formula, charge and spin ... 96.0 kJ/mol

CARTESIAN COORDINATES (ANGSTROEM)
C (-1.113, 0.619, 2.092)
C (1.691, -0.557, -2.479)
C (1.187, -1.597, -1.754)
N (-1.544, 1.821, 1.684)
N (-0.232, 0.002, 1.353)
Cl (-0.452, -1.544, -1.253)
H (-1.508, 0.050, 2.935)
H (-0.172, -0.995, 1.620)
H (1.234, 0.345, -2.886)
H (2.708, -0.470, -2.940)
H (1.761, -2.478, -1.649)
H (-2.181, 2.406, 2.154)
H (-1.269, 2.154, 0.808)
H (-0.110, 0.244, 0.317)

Force components x, y, z for each atom (eV/Å):
-0.6 1.6 -1.5
0.7 -0.7 -0.3
1.3 3.3 -2.5
0.2 -2.1 1.6
-0.3 -1.3 -0.8
-0.5 -0.4 0.1
0.1 0.9 0.2
0.6 0.8 -0.8
-1.1 -0.3 0.9
-0.6 -1.2 1.0
0.1 -0.9 0.6
-0.8 0.3 0.9
0.7 0.5 -1.4
0.1 -0.6 2.0

Atom charges from the Löwdin analysis, given in e for atoms 1 to 4: number 1, C, carries -0.14; number 2, C, carries -0.06; number 3, C, carries -0.61; number 4, N, carries 0.20

---

3.
DFT (ωB97M-V/def2-TZVPD) results for a molecular structure, C7H9Cl5GeNORbSbSe4.

## Properties
E_tot ... -398657.59868 eV
Charge ... -2
Orbital gap (alpha / beta) ... 5.66 / 5.55 eV
Spin multiplicity ... 2
Energy above the lowest of the compared OMol25 structures with the same formula, charge and spin ... 0.0 kJ/mol

CARTESIAN COORDINATES (ANGSTROEM)
Rb (0.986, -0.310, -1.369)
O (0.497, -0.547, 1.483)
C (-0.612, 0.150, 1.986)
C (-1.842, -0.102, 1.159)
C (-3.097, 0.149, 1.721)
C (-4.231, -0.009, 0.952)
C (-4.090, -0.426, -0.366)
C (-2.812, -0.658, -0.837)
N (-1.708, -0.504, -0.103)
H (1.296, -0.125, 1.889)
H (-0.434, 1.233, 1.955)
H (-0.822, -0.127, 3.027)
H (-3.159, 0.477, 2.751)
H (-5.210, 0.190, 1.371)
H (-4.942, -0.561, -1.019)
H (-2.652, -0.973, -1.864)
Cl (3.757, -0.748, -0.219)
C (3.639, -2.457, -0.646)
Cl (2.057, -3.161, -0.223)
H (4.394, -2.982, -0.074)
H (3.774, -2.571, -1.715)
Se (3.980, 4.893, 1.677)
Sb (2.242, 3.252, 1.806)
Se (0.688, 3.015, -0.022)
Se (2.854, 1.194, 2.935)
Se (1.088, 4.720, 3.559)
Cl (-0.636, -0.515, -3.938)
Ge (1.366, 0.102, -5.010)
Cl (0.989, -1.057, -6.928)
Cl (2.638, -1.540, -3.937)

Force components x, y, z for each atom (eV/Å):
-0.4 0.6 0.4
0.0 -0.1 0.0
0.0 0.0 -0.1
0.0 0.0 0.0
0.0 0.0 0.0
0.0 0.0 0.0
0.0 0.0 0.0
0.0 0.0 -0.1
-0.1 0.0 0.1
-0.1 0.1 0.0
0.0 0.0 0.0
0.0 0.0 0.0
0.0 0.0 0.0
0.0 0.0 0.0
0.0 0.0 0.0
0.0 0.0 0.0
0.5 -0.2 0.2
0.1 0.0 0.0
0.2 -0.1 0.0
0.0 -0.1 0.0
0.0 0.0 0.0
0.5 0.5 -0.1
-0.6 0.1 0.7
-0.1 -0.2 -0.5
0.1 -0.4 0.0
0.2 -0.1 -0.2
-0.1 0.0 -0.5
-0.2 -0.1 0.0
0.0 0.0 -0.1
0.0 0.0 -0.1

Atom charges from the Löwdin analysis, given in e for atoms 1 to 4: number 1, Rb, carries 0.43; number 2, O, carries -0.25; number 3, C, carries -0.27; number 4, C, carries -0.25

---

4.
DFT (ωB97M-V/def2-TZVPD) results for a molecular structure, C20H28N4O2S in a non-equilibrium geometry.

## Properties
E_tot ... -42080.64931 eV
Orbital gap ... 7.49 eV
Spin multiplicity ... 1
Energy above the lowest of the compared OMol25 structures with the same formula, charge and spin ... 626.2 kJ/mol

CARTESIAN COORDINATES (ANGSTROEM)
C (5.852, -1.181, 0.221)
C (4.971, -0.437, -0.881)
C (3.760, 0.392, -0.303)
C (2.801, -0.417, 0.666)
C (1.541, -1.024, -0.038)
C (0.298, -0.151, -0.047)
C (-0.978, -0.534, -0.606)
N (-2.130, 0.362, -0.531)
C (-2.593, 0.279, 0.685)
C (-2.827, -1.128, 1.395)
C (-2.975, 1.529, 1.545)
C (-1.042, -1.904, -1.262)
N (-2.173, -2.454, -1.861)
S (-1.593, -3.952, -2.364)
N (-0.003, -4.007, -1.859)
C (0.211, -2.781, -1.247)
C (1.511, -2.367, -0.640)
C (2.796, -3.244, -0.563)
C (3.173, -3.969, -1.906)
O (4.479, -4.619, -1.866)
C (4.587, -5.467, -0.770)
O (5.206, -5.136, 0.211)
H (5.489, -1.037, 1.271)
H (6.937, -0.921, 0.128)
H (5.768, -2.289, -0.001)
H (4.551, -1.213, -1.577)
H (5.682, 0.184, -1.500)
H (4.110, 1.363, 0.156)
H (3.124, 0.691, -1.193)
H (3.315, -1.275, 1.194)
H (2.425, 0.286, 1.464)
H (0.350, 0.861, 0.432)
H (-3.058, -1.853, 0.567)
H (-1.918, -1.451, 1.985)
H (-3.691, -1.048, 2.118)
H (-2.241, 1.721, 2.382)
H (-3.092, 2.462, 0.931)
H (-3.956, 1.303, 2.066)
H (3.692, -2.623, -0.273)
H (2.650, -3.953, 0.311)
H (2.402, -4.687, -2.289)
H (3.277, -3.162, -2.692)
H (4.079, -6.481, -0.725)
C (-6.034, 4.220, 0.915)
C (-6.099, 5.579, 0.229)
C (-4.729, 6.249, 0.094)
C (-4.138, 6.571, 1.395)
N (-3.672, 6.814, 2.416)
H (-5.671, 4.304, 1.941)
H (-7.028, 3.769, 0.952)
H (-5.374, 3.540, 0.371)
H (-6.782, 6.229, 0.783)
H (-6.523, 5.449, -0.769)
H (-4.840, 7.171, -0.482)
H (-4.052, 5.603, -0.470)

Force components x, y, z for each atom (eV/Å):
-0.4 -0.8 -0.7
0.3 -0.2 0.5
-0.1 0.1 -0.9
-0.5 -0.3 0.2
-1.6 -1.4 -1.3
-1.1 -1.4 -0.8
1.5 -1.8 -0.7
2.0 0.0 2.5
-0.3 -0.1 0.6
0.5 0.8 0.0
-1.4 -0.4 -0.4
0.5 0.6 0.4
4.3 -0.9 0.8
0.4 0.7 0.6
-1.8 2.8 0.6
-0.5 -0.2 -0.3
-0.4 3.0 0.9
-0.3 -0.3 0.4
-0.6 0.8 -0.7
-0.7 -0.7 1.1
0.4 0.4 1.2
-0.3 -0.3 -1.1
0.4 0.1 -0.9
-1.0 -0.1 0.3
0.3 1.1 0.5
0.4 0.7 0.5
-1.1 -0.3 0.6
-0.3 -1.2 -0.2
0.7 -0.1 1.0
-0.3 1.2 -0.5
0.4 -0.8 -0.8
0.0 -1.1 -0.5
0.3 0.6 1.1
-0.9 0.2 -0.7
0.9 -0.1 -0.9
-0.4 -0.5 -1.1
0.3 -1.0 0.5
1.0 0.4 -0.5
-1.2 -0.6 -0.4
0.2 0.4 -1.1
0.6 0.6 0.6
0.0 -1.0 0.8
0.2 1.0 -1.0
-0.1 0.0 0.0
-0.2 -0.3 0.1
-0.3 0.1 -0.2
0.2 0.0 0.0
-0.1 0.0 -0.1
0.0 0.0 0.0
0.1 0.0 0.0
0.0 0.0 0.0
0.1 0.1 -0.1
0.1 0.1 0.0
0.1 0.0 0.1
0.1 0.0 0.1

Atom charges from the Löwdin analysis, given in e for atoms 1 to 4: number 1, C, carries -0.11; number 2, C, carries -0.24; number 3, C, carries -0.19; number 4, C, carries -0.16

---

5.
DFT (ωB97M-V/def2-TZVPD) results for a molecular structure, C10H14BClO3 in a non-equilibrium geometry.

## Properties
E_tot ... -29936.96001 eV
Orbital gap (alpha / beta) ... 6.82 / 7.38 eV
Spin multiplicity ... 1
Energy above the lowest of the compared OMol25 structures with the same formula, charge and spin ... 167.7 kJ/mol

CARTESIAN COORDINATES (ANGSTROEM)
B (0.918, -1.736, -1.610)
C (0.307, 2.386, -2.224)
C (1.468, 2.360, -1.449)
C (-0.903, 2.040, -1.613)
C (1.429, 1.955, -0.149)
C (-0.928, 1.538, -0.322)
C (0.285, 1.486, 0.469)
C (-2.188, -1.484, 3.113)
C (0.247, 0.914, 1.791)
C (0.922, -2.876, -0.555)
C (-1.604, -0.612, 2.059)
O (-0.314, -1.157, -1.876)
O (2.124, -1.353, -2.106)
O (-0.590, 0.070, 2.393)
Cl (1.568, -1.742, 0.773)
H (0.286, 2.742, -3.237)
H (2.489, 2.594, -1.890)
H (-1.813, 2.237, -2.072)
H (2.328, 2.096, 0.388)
H (-1.845, 1.290, 0.195)
H (-2.109, -2.572, 2.631)
H (-3.239, -1.344, 3.122)
H (-1.644, -1.514, 4.036)
H (0.001, -3.231, -0.110)
H (1.149, 1.027, 2.273)
H (1.737, -3.590, -0.549)
H (-2.142, -0.758, 1.081)
H (-0.410, -0.277, -2.237)
H (2.471, -0.489, -2.326)

Force components x, y, z for each atom (eV/Å):
-1.1 1.5 -1.0
-0.2 0.1 0.4
1.0 0.1 -1.8
1.4 -0.2 1.2
0.5 0.3 0.5
1.4 0.3 0.8
-3.5 -1.4 -0.5
1.1 -2.8 -2.5
-0.2 0.7 -1.6
0.9 0.3 1.4
-2.6 -1.6 -0.6
0.4 -1.0 0.5
0.7 -0.6 -0.1
1.7 1.4 -0.5
-0.2 -0.2 0.4
0.2 0.1 -0.3
-1.5 0.0 0.5
-1.5 0.1 -1.1
0.9 -0.4 0.8
-0.2 0.0 -0.3
-0.1 1.8 1.2
-1.1 0.3 0.8
-0.1 0.3 0.6
-0.1 -0.2 -0.5
1.5 0.0 1.8
-0.3 -0.4 -0.5
1.4 1.1 0.6
0.4 0.3 -0.2
-0.7 0.2 0.0

Atom charges from the Löwdin analysis, given in e for atoms 1 to 4: number 1, B, carries -0.85; number 2, C, carries -0.10; number 3, C, carries -0.11; number 4, C, carries -0.11